Computed, not measured: C4H10N2S in the gas phase, with ωB97M-V/def2-TZVPD.

The geometry in XYZ format:
```
17
Properties=species:S:1:pos:R:3:forces:R:3:lowdin_charge:R:1
C 0.401192 -0.908209 2.350383 -1.37 -3.42 -0.75 -0.1215
N 1.349095 -0.361480 1.206821 -2.62 -2.27 1.65 -0.0521
N 0.429012 0.262442 0.364139 -0.63 2.13 -2.47 -0.2986
C -0.252125 1.412766 1.035535 0.40 -2.56 1.34 -0.1018
C 0.091239 -0.116983 -0.949817 -4.29 4.34 6.34 -0.8479
C 0.788348 -1.070124 -1.595994 5.11 -3.36 -4.44 -0.1773
S -1.433620 0.433519 -1.493331 1.39 -0.08 0.05 0.6041
H -0.631471 -1.277801 1.680692 3.03 0.78 2.32 0.1492
H -0.003192 -0.232718 3.246676 1.38 -1.10 -2.13 0.0910
H 0.970658 -1.881272 2.783139 -1.60 2.36 -0.81 0.0969
H 1.800442 0.304174 1.786896 1.23 1.38 -0.40 0.0685
H -0.313292 2.296657 0.355933 -0.95 -0.96 0.89 0.0909
H 0.505294 1.541410 1.799076 0.14 1.41 0.22 0.0481
H -1.043110 0.882277 1.767792 0.46 2.17 -2.44 0.1148
H 1.901350 -0.690875 -1.854981 -2.08 -1.05 1.08 0.1455
H 0.812766 -2.110835 -1.107881 -0.02 1.62 -0.91 0.1289
H 0.319778 -0.978758 -2.601410 0.44 -1.39 0.44 0.0612
```
Positions in Å, forces in eV/Å.

Output
**Kohn-Sham gap**: 8.60 eV
**Spin multiplicity**: 1
**Charge**: 0
**SMILES**: CNN(C)C(C)=S
**Energy relative to the best compared isomer or geometry (same formula, charge and spin)**: 439.0 kJ/mol
**M**: 118.20 Da

Computed, not measured: 7 unconnected molecules or ions with the total composition C13H38F6N4O9S2, with ωB97M-V/def2-TZVPD.

The geometry in XYZ format:
```
72
Properties=species:S:1:pos:R:3:forces:R:3:lowdin_charge:R:1
N -22.924760 -5.186890 21.278170 -0.44 -0.76 -0.30 0.2807
H -23.594440 -5.360170 22.014100 -0.05 0.20 1.47 0.0701
H -23.286960 -5.761860 20.530970 0.20 -0.17 -0.94 0.0589
H -21.954770 -5.388410 21.474640 0.40 -0.78 0.65 0.0514
H -22.959070 -4.210920 21.020450 -0.48 0.67 -0.02 -0.0004
C -22.791370 0.049190 21.668680 -0.54 -0.35 -1.15 -0.6201
F -23.575320 1.102620 21.880670 0.21 -0.37 -0.67 0.1526
F -22.203320 0.078540 20.438010 -0.51 0.36 1.75 0.1055
F -21.885530 0.056820 22.620570 0.48 -0.40 -0.09 0.1590
S -23.894940 -1.541640 21.819870 -3.11 1.00 0.28 0.7681
O -23.677260 -2.018340 23.155430 1.38 -0.56 -0.17 -0.3135
O -25.329470 -1.107200 21.675700 3.97 -1.22 -0.87 -0.3015
N -23.182560 -2.669440 20.648760 0.66 2.79 3.97 -0.3495
S -23.985000 -2.458640 19.375270 -3.63 0.74 -4.14 0.5500
O -25.227190 -3.213470 19.411420 1.13 -0.36 -0.58 -0.3026
O -24.174310 -1.056100 19.025620 1.00 -1.45 -0.37 -0.2946
C -22.815960 -3.367730 17.996900 -1.93 1.86 -0.21 -0.5137
F -22.324800 -4.516700 18.406510 0.40 0.14 0.02 0.1367
F -23.642410 -3.656140 16.900600 1.94 0.96 1.71 0.0764
F -21.799630 -2.479000 17.703890 -1.42 -1.69 -0.14 0.0914
C -21.835060 -8.650370 19.201670 -0.03 0.24 -0.23 -0.0514
C -23.199630 -8.152830 19.697240 1.37 -1.99 -1.05 -0.4727
C -23.361900 -8.387990 21.188160 -1.14 0.40 0.58 -0.0368
O -23.469840 -6.858730 19.222820 -0.23 0.70 0.53 -0.0723
H -21.030660 -8.149580 19.740410 0.21 -0.20 -0.12 0.0757
H -21.745280 -8.502260 18.125510 0.09 0.53 -0.07 0.0753
H -21.784480 -9.737890 19.254970 0.15 -0.03 0.65 0.0801
H -23.848690 -8.846640 19.162970 -0.76 -0.01 0.38 0.1338
H -22.928840 -7.755770 21.963310 0.65 0.59 -0.69 0.0681
H -23.001010 -9.375250 21.476550 -0.29 -0.19 -0.41 0.0889
H -24.424950 -8.275760 21.401330 -0.17 -0.42 0.20 0.0698
H -23.752170 -6.858410 18.305270 0.04 -0.17 0.03 0.1159
O -20.268280 -3.497820 20.498610 0.51 -0.35 0.16 -0.0362
H -21.104310 -3.044530 20.389880 -0.50 0.39 0.14 -0.0137
H -19.956760 -3.644270 19.605440 0.14 0.06 -0.30 0.0468
O -20.422680 -6.039830 21.847040 0.14 -0.28 -0.55 -0.0646
H -19.870960 -6.395180 22.543870 -0.02 -0.27 0.92 0.0146
H -19.864430 -5.403850 21.399700 0.04 0.52 -0.31 0.0252
C -26.569330 -3.773620 24.229450 -2.31 0.53 -0.20 -0.0701
C -26.010950 -4.993330 23.542810 0.98 1.98 -0.61 -0.3919
C -26.441190 -4.951630 22.088620 -0.85 -1.60 -0.74 -0.1604
O -26.062000 -6.159320 21.383320 0.93 0.56 1.29 -0.2187
C -26.814090 -6.580330 20.282570 0.82 -0.97 0.18 -0.1119
N -24.574300 -4.801140 23.711910 1.50 -1.96 0.15 0.0294
H -26.587630 -2.881730 23.603110 1.09 0.08 -0.31 0.0761
H -26.055120 -3.545480 25.163070 -0.40 -0.12 0.04 0.0903
H -27.655360 -3.830250 24.303060 -0.28 -0.42 0.97 0.0778
H -26.326370 -5.943930 23.972890 0.13 0.06 0.08 0.1493
H -26.130810 -4.087670 21.500970 0.09 0.25 0.31 0.1095
H -27.527800 -5.011000 22.150700 -0.38 0.52 -0.25 0.1241
H -26.387170 -6.221460 19.346060 -0.68 0.85 -0.15 0.0825
H -27.886660 -6.504510 20.461340 -0.08 0.47 -0.42 0.0924
H -26.582690 -7.643150 20.212170 -0.26 -0.36 0.09 0.0757
H -24.243030 -3.850220 23.790080 -0.65 0.53 -0.58 0.0305
H -24.367070 -5.134940 24.642360 0.36 -0.56 0.15 0.0726
C -21.288330 -4.660480 25.180510 -0.11 0.52 -0.24 -0.0495
C -20.517840 -5.888980 25.565260 0.83 0.51 0.80 -0.4256
C -21.440910 -7.051980 25.846160 -1.02 -1.66 -0.32 -0.1843
O -22.645890 -6.783840 26.584220 -0.25 0.16 -0.63 -0.1921
C -22.498070 -6.791510 27.979850 1.01 0.37 0.47 -0.1174
N -19.448950 -6.145810 24.575740 -0.24 -0.30 -0.28 0.0383
H -20.618740 -3.877450 24.824700 0.19 0.07 0.12 0.0860
H -21.709820 -4.309690 26.122530 -0.65 0.26 -0.45 0.0886
H -22.004820 -4.800110 24.371040 -0.27 -0.17 0.27 0.0661
H -20.080380 -5.574050 26.512650 0.43 -0.31 0.32 0.1295
H -21.012400 -7.942700 26.305620 0.86 0.25 0.45 0.1199
H -21.767210 -7.502640 24.908860 -0.30 0.50 -0.42 0.1221
H -23.408490 -6.763410 28.578550 -0.49 0.10 -0.83 0.0886
H -21.921120 -5.909490 28.257790 0.20 0.07 0.40 0.0822
H -21.973770 -7.678910 28.334450 0.29 -0.20 -0.12 0.0836
H -19.079620 -5.245200 24.306290 -0.10 0.24 -0.12 0.0736
H -18.630020 -6.631430 24.912840 -0.22 -0.40 0.50 0.0821
```
Positions in Å, forces in eV/Å.

Output
**Kohn-Sham gap**: 9.59 eV
**Spin multiplicity**: 1
**Charge**: 0
**Energy relative to the best compared isomer or geometry (same formula, charge and spin)**: 0.0 kJ/mol
**M**: 572.59 Da

Computed, not measured: a molecular structure, C20H19MgOP, with ωB97M-V/def2-TZVPD.

The geometry in XYZ format:
```
42
Properties=species:S:1:pos:R:3:forces:R:3:lowdin_charge:R:1
Mg -1.049182 0.271705 -2.587617 2.53 0.50 -1.59 0.6295
C 0.068526 -0.404381 -4.356453 -0.44 -1.11 0.81 -0.2578
H 1.126022 -0.486774 -4.039173 -0.40 0.07 -0.12 -0.0364
H -0.261038 -1.421668 -4.634673 0.31 0.24 -0.27 -0.0540
H 0.017990 0.235983 -5.235733 -0.03 0.03 -0.09 -0.0549
H -1.468520 1.434870 -4.364540 0.27 1.22 1.31 0.0785
H -1.291887 1.950475 -3.779433 -0.70 -0.26 -1.24 0.0751
O 0.464002 2.550364 -1.610303 0.72 1.90 0.27 -0.0112
C 0.692444 1.369598 -1.536141 -2.86 -2.47 -0.93 -0.3728
C 1.822351 0.683208 -0.947332 1.08 0.09 1.16 -0.2235
C 3.101919 1.106968 -1.297117 0.43 -0.36 0.29 -0.0265
C 4.211529 0.446098 -0.778080 -0.17 -0.07 0.10 -0.0764
C 4.039962 -0.623318 0.104279 0.11 0.14 0.02 -0.0852
C 2.762119 -1.043243 0.467776 -0.22 0.01 0.04 -0.1041
C 1.630115 -0.401824 -0.043773 0.24 0.88 -0.99 -0.3263
P -0.005633 -1.139178 0.312094 0.88 -1.41 0.01 1.1085
C -0.076212 -0.956738 2.142769 -0.57 0.24 0.30 -0.3713
C -0.643013 -1.999682 2.905031 0.37 0.32 -0.18 -0.1009
C -0.576314 -1.971282 4.299523 -0.12 -0.04 0.10 -0.0913
C 0.003293 -0.881010 4.956805 0.00 0.09 -0.16 -0.0875
C 0.471722 0.203854 4.207434 -0.08 -0.10 -0.33 -0.0769
C 0.430836 0.167131 2.805936 -0.05 -0.28 0.51 -0.0956
C -1.342474 -0.118509 -0.356607 -0.47 0.06 0.53 -0.4667
C -1.649601 1.125218 0.239339 -1.10 -0.02 0.16 -0.0882
C -2.944647 1.622957 0.136863 0.67 -0.10 0.19 -0.0439
C -3.893926 0.937243 -0.632872 -0.67 0.24 -0.11 -0.0790
C -3.567042 -0.192327 -1.373437 -0.09 -0.39 0.19 -0.0920
C -2.305912 -0.790880 -1.194594 0.08 0.36 0.94 -0.2093
H 3.221541 1.953782 -1.970610 -0.08 -0.15 0.15 0.1201
H 5.206540 0.790583 -1.037027 -0.02 -0.13 0.00 0.1007
H 4.912840 -1.125005 0.525246 -0.26 0.10 -0.15 0.1029
H 2.632529 -1.884691 1.157089 0.11 0.28 -0.22 0.1092
H -1.113636 -2.835213 2.383473 0.23 0.13 0.20 0.0967
H -0.984990 -2.808894 4.880319 0.20 0.41 -0.28 0.1061
H 0.083638 -0.866668 6.051796 -0.10 -0.01 -0.54 0.1066
H 0.870859 1.089364 4.701026 -0.05 -0.25 -0.05 0.1037
H 0.799181 1.011742 2.227273 0.12 -0.17 0.15 0.1042
H -0.899395 1.643938 0.841943 -0.32 -0.23 -0.28 0.1175
H -3.216675 2.527679 0.692278 0.04 -0.38 -0.32 0.1202
H -4.931889 1.278422 -0.589949 0.38 -0.03 -0.34 0.1115
H -4.311079 -0.703961 -1.998435 0.29 0.35 0.32 0.1231
H -2.036900 -1.745932 -1.674410 -0.23 0.32 0.45 0.1177
```
Positions in Å, forces in eV/Å.

Output
**Kohn-Sham gap (alpha / beta)**: 5.75 / 5.74 eV
**Spin multiplicity**: 1
**Charge**: 0
**Energy relative to the best compared isomer or geometry (same formula, charge and spin)**: 0.0 kJ/mol
**M**: 330.65 Da